[1]
11 unconnected molecules or ions with the total composition C26H88N10O2 in a non-equilibrium geometry, computed with wB97M-V/def2-TZVPD.

CARTESIAN COORDINATES (ANGSTROEM)
O -2.218 -0.689 1.377
O -1.532 1.939 -0.595
N -0.506 1.210 -5.797
N -5.232 -4.102 -1.699
N 1.717 10.065 -1.811
N -7.734 -2.649 3.410
N -3.720 -9.476 -0.134
N 4.090 -0.758 -6.154
N -6.569 2.165 -0.995
N -2.253 -0.471 6.649
N 2.797 -0.545 7.614
N -2.156 7.667 -1.314
C 4.579 -0.869 9.291
C -2.377 -9.545 -0.604
C 2.245 9.230 0.489
C 3.429 0.584 6.832
C -6.137 -9.635 -0.880
C 4.896 -1.401 -5.092
C 2.782 9.625 -0.876
C 2.353 8.645 -3.774
C 2.294 -3.071 7.807
C -3.179 -8.494 2.106
C 4.704 -0.691 -3.799
C 4.911 0.246 -6.888
C 2.725 1.928 7.015
C 3.594 -1.877 -7.036
C -0.956 -0.208 0.887
C 3.064 -1.884 7.091
C -3.882 -9.593 1.326
C 4.309 1.144 -7.917
C 0.299 12.087 -2.268
C -4.656 -10.118 -1.058
C -1.666 -10.897 -0.561
C 3.081 -0.479 9.041
C 2.061 9.994 -3.206
C 4.575 -2.868 -7.606
C 1.309 11.405 -1.394
C -0.806 1.372 0.462
H 5.410 -2.385 -8.115
H -0.721 -10.869 -1.104
H 1.819 8.236 0.356
H -3.762 -8.163 2.965
H 2.939 0.500 9.500
H 5.685 -0.397 -7.308
H 3.638 -0.687 -3.576
H 2.796 -3.412 8.712
H -5.340 -5.064 -1.408
H 5.937 -1.377 -5.415
H 3.941 -3.389 -8.323
H -1.767 6.743 -1.437
H 4.492 0.765 6.998
H 5.125 -3.508 -6.916
H -3.361 -10.517 1.577
H 2.282 -1.078 9.479
H 3.342 8.263 -3.521
H -1.267 -0.594 6.831
H 4.835 -1.900 9.048
H -7.047 2.395 -1.854
H -2.723 7.816 -2.137
H 3.337 10.532 -0.633
H -4.574 -3.543 -1.175
H 0.388 0.745 -5.863
H -0.990 2.006 1.330
H 4.123 -2.132 7.166
H -4.405 -10.115 -2.118
H -0.071 12.948 -1.712
H -6.737 -2.646 3.249
H -2.271 -11.738 -0.899
H -2.832 -1.165 7.102
H -2.390 -0.534 5.651
H 3.081 -1.398 -7.870
H -1.328 8.243 -1.376
H -2.174 -8.754 2.437
H 1.296 -2.854 8.187
H 4.920 2.047 -7.916
H 2.650 -1.926 6.083
H 3.259 2.742 6.525
H -0.816 -0.928 0.080
H 2.952 10.609 -3.334
H 3.359 1.630 -7.696
H 0.248 1.537 0.243
H -6.085 -3.562 -1.696
H 2.250 8.774 -4.851
H -1.143 0.426 -5.809
H -0.634 1.658 -4.901
H -1.330 -11.073 0.461
H -0.223 -0.510 1.634
H -2.620 0.386 7.038
H 2.170 -3.882 7.089
H -7.054 1.310 -0.763
H 4.582 -2.417 -4.854
H -8.143 -3.368 3.989
H 5.156 -1.190 -2.942
H -2.558 -9.256 -1.640
H 2.671 2.107 8.089
H -4.941 -9.536 1.581
H -6.783 2.861 -0.295
H -4.816 -4.007 -2.614
H 0.813 11.272 -0.432
H 1.711 1.822 6.631
H -7.991 -1.844 3.962
H 2.762 -2.415 -6.582
H 4.672 -0.860 10.377
H 1.534 8.009 -3.439
H 5.277 -0.166 8.836
H 4.992 0.360 -3.779
H -0.743 1.723 -6.634
H 1.236 10.432 -3.767
H 4.433 0.714 -8.911
H 5.299 0.851 -6.068
H -5.573 2.051 -1.116
H 3.508 0.320 5.778
H 3.520 8.923 -1.262
H -1.783 -8.665 -0.356
H -6.463 -8.598 -0.956
H -6.543 -9.819 0.114
H -0.541 11.454 -2.556
H 1.493 9.929 0.856
H -4.747 -11.184 -0.848
H -3.181 -7.553 1.555
H 2.100 12.150 -1.304
H 0.747 12.575 -3.133
H -2.635 7.818 -0.438
H 3.049 9.047 1.201
H -6.690 -10.278 -1.565
H -8.268 -2.461 2.573

## Properties
LUMO in Ha: -0.3365
Total charge: +4
Energy relative to the best compared isomer or geometry (same formula, charge and spin) in kJ/mol: 0.0
Orbital gap in eV: 2.496
Molecular weight in g mol⁻¹: 573.06
E_HOMO in Eh: -0.428

Results of the Löwdin charge analysis, in e, for atoms 1 through 5: -0.4325 -0.4146 0.3543 0.3008 -0.1887


[2]
A molecular structure, C6H21HgN4 in a non-equilibrium geometry, computed with wB97M-V/def2-TZVPD.

CARTESIAN COORDINATES (ANGSTROEM)
Hg -0.173 -0.828 -1.018
N 0.954 0.528 -3.197
N 1.494 -0.171 1.686
N -0.595 0.855 1.809
N 0.899 1.269 -0.054
C -1.633 1.768 1.272
C 1.715 -0.143 3.118
C 0.634 0.744 1.136
C -1.200 -0.339 2.437
C 2.573 -0.688 0.863
C -2.253 -1.351 -4.174
H 1.834 -1.165 3.496
H 2.608 0.446 3.370
H 0.996 1.548 -3.200
H -0.455 -1.110 2.631
H -2.823 -0.551 -3.749
H 0.854 0.316 3.607
H -2.379 1.230 0.651
H -1.324 -1.576 -3.586
H -1.993 -0.781 1.810
H -1.651 -0.019 3.390
H -2.156 2.224 2.136
H 0.940 0.236 -4.166
H -1.556 -1.562 -0.433
H 0.377 2.140 -0.236
H 3.363 -1.162 1.454
H 1.843 0.222 -2.814
H 3.017 0.109 0.242
H 2.189 -1.460 0.168
H -2.932 -2.232 -4.131
H -1.994 -1.072 -5.196
H -1.171 2.575 0.674

## Properties
LUMO (spin up / spin down) in Ha: 0.1203 / 0.1203
Total charge: -1
Energy relative to the best compared isomer or geometry (same formula, charge and spin) in kJ/mol: 47.3
Orbital gap (spin up / spin down) in eV: 3.189 / 3.189
Molecular weight in g mol⁻¹: 349.85
E_HOMO (spin up / spin down) in Eh: 0.003 / 0.003

Results of the natural (NBO) charge analysis, in e, for atoms 1 through 5: 0.0678 -1.1389 -0.4789 -0.4814 -0.8758


Question: Look up the molecular weight of the second one.
Answer: 349.85 g mol⁻¹